162
Properties=species:S:1:pos:R:3:forces:R:3:lowdin_charge:R:1 method="wB97M-V/def2-TZVPD" lumo_energy_ev=-3.63 fmax_ev_per_a=3.0 total_charge=+1 spin_multiplicity=1
C -1.263462 3.864209 3.023844 -0.09 -0.35 0.03 -0.111
C -1.835094 2.499711 2.563219 0.54 1.03 -0.85 -0.225
C -1.104813 2.079033 1.235568 -0.76 -0.77 1.01 -0.193
C -0.691334 0.579417 1.217064 -0.71 0.56 -0.35 -0.198
C -1.393575 -0.221806 0.098944 0.58 -0.35 0.10 -0.200
C -0.530232 -1.435905 -0.370250 -0.82 0.49 -0.03 -0.193
C 0.023746 -1.270840 -1.809945 0.45 0.51 1.06 -0.182
C 1.568975 -1.383792 -1.850343 -0.04 0.01 -1.23 -0.185
C 2.139511 -2.536043 -2.712476 -0.13 -0.23 1.06 -0.200
C 1.321746 -3.830557 -2.683523 0.26 -0.52 -1.18 -0.211
C 2.048010 -4.900040 -3.543238 0.13 0.33 0.72 -0.195
C 3.303525 -5.428837 -2.819860 -0.36 0.24 -0.63 -0.204
C 3.798660 -6.783282 -3.339740 0.46 0.11 0.60 -0.190
C 2.894443 -7.942442 -2.906404 0.53 0.25 -0.10 -0.130
C 2.922985 -8.174993 -1.369889 -1.95 0.29 -2.33 -0.220
C 1.473119 -8.530410 -0.962823 2.31 0.33 1.64 -0.023
C 1.774390 -8.928803 0.527283 -1.55 -1.02 -1.04 -0.316
C 2.158569 -7.741819 1.404316 -0.03 0.46 0.41 0.004
B 1.104457 -6.543689 1.335622 -0.28 0.08 0.28 -0.651
O 1.497163 -5.244055 1.274348 0.74 -0.08 0.00 0.193
O -0.262450 -6.749125 1.333783 0.32 -0.50 -1.04 0.161
C 0.520399 -9.712685 0.958664 0.45 -0.73 0.11 -0.021
C 0.606462 -10.357679 2.311158 -0.82 -0.22 -0.20 -0.538
O 1.339056 -10.033443 3.188568 1.05 0.61 0.85 0.127
O -0.250186 -11.375221 2.480288 -0.23 -0.24 -0.33 0.127
C 2.937627 -9.880390 0.159590 -0.03 0.42 1.30 -0.071
C 3.346327 -11.151842 0.801079 -0.15 -0.11 0.07 0.004
C 4.478158 -11.028059 1.916455 1.28 -0.48 0.21 -0.621
N 5.515791 -12.065478 1.625264 -0.76 0.05 -0.44 0.080
N 3.985556 -11.306994 3.252262 -0.18 0.09 -0.75 0.100
N 5.171328 -9.766271 1.951896 -0.29 -0.05 -0.07 0.116
N 3.572287 -9.397498 -0.852918 0.39 0.49 -0.42 -0.013
C 4.751485 -9.912119 -1.504503 1.23 -0.06 -0.36 -0.354
S 6.186667 -8.771504 -1.282585 -0.09 -0.17 -0.02 0.921
C 7.571938 -9.962697 -1.164685 0.11 -0.59 1.10 -0.482
C 8.307245 -9.888087 0.209692 -0.30 0.47 -0.67 -0.138
H -1.697651 4.649967 2.405743 -0.02 0.06 0.04 0.051
H -0.183538 3.896233 2.864075 0.04 -0.04 0.14 0.062
H -1.448096 4.106784 4.071164 -0.15 -0.07 -0.02 0.065
H -1.778009 1.724898 3.326220 0.20 0.04 0.04 0.090
H -2.886455 2.671730 2.330430 -0.10 -0.25 0.15 0.097
H -0.226371 2.708012 1.105466 0.01 0.03 -0.13 0.088
H -1.798516 2.254450 0.412850 0.19 0.22 -0.11 0.094
H 0.394309 0.530526 1.120989 0.00 -0.26 -0.03 0.102
H -0.995024 0.120635 2.158940 0.39 -0.01 0.14 0.099
H -2.349738 -0.599865 0.462889 -0.10 0.21 0.06 0.106
H -1.619316 0.455942 -0.726659 0.06 -0.16 -0.13 0.094
H 0.282132 -1.499801 0.352033 0.16 -0.27 -0.12 0.085
H -1.138599 -2.335021 -0.242978 0.19 -0.15 -0.22 0.097
H -0.480367 -1.914752 -2.526218 0.08 -0.13 0.04 0.094
H -0.226422 -0.249722 -2.097282 -0.03 -0.04 -0.20 0.096
H 1.942925 -0.454770 -2.288294 0.14 -0.02 0.08 0.104
H 2.018082 -1.425435 -0.860079 -0.29 -0.13 0.18 0.099
H 3.112718 -2.788094 -2.280790 0.14 0.13 -0.19 0.100
H 2.330705 -2.235353 -3.743835 -0.23 0.04 -0.04 0.115
H 0.344233 -3.707252 -3.151797 -0.09 0.25 0.23 0.101
H 1.170404 -4.209893 -1.668169 -0.01 0.15 0.07 0.106
H 1.373108 -5.715079 -3.819993 -0.03 0.03 0.08 0.100
H 2.345986 -4.394952 -4.465158 0.00 -0.26 -0.15 0.114
H 3.087482 -5.428931 -1.743387 0.11 -0.19 -0.01 0.100
H 4.094783 -4.693357 -2.963602 0.12 -0.06 0.12 0.114
H 3.917635 -6.721131 -4.422145 -0.14 -0.16 -0.02 0.124
H 4.798580 -6.940065 -2.922364 0.05 -0.12 -0.19 0.071
H 3.066956 -8.853308 -3.482565 0.10 -0.04 0.08 0.119
H 1.878891 -7.633708 -3.154590 -0.13 -0.22 0.09 0.103
H 3.308329 -7.251026 -0.946371 0.17 -0.32 0.53 0.136
H 0.724976 -7.768651 -1.140597 -0.10 -0.03 0.03 0.144
H 1.333667 -9.491395 -1.453722 -0.90 0.32 -0.54 0.142
H 2.244739 -8.028041 2.456990 -0.01 -0.26 -0.11 0.124
H 3.134127 -7.333087 1.129099 0.08 -0.16 -0.02 0.111
H 2.457433 -5.159988 1.363662 -0.26 0.26 -0.14 0.115
H -0.610440 -6.291829 0.551076 -0.43 0.27 0.66 0.123
H -0.384628 -9.109087 0.917911 0.13 0.27 0.09 0.145
H 0.368242 -10.509718 0.224547 -0.13 -0.05 0.07 0.141
H -0.119779 -11.689431 3.391117 -0.13 0.04 -0.08 0.140
H 3.739362 -11.782297 0.007213 0.03 -0.08 0.02 0.113
H 2.496763 -11.708461 1.195980 -0.17 0.29 0.06 0.126
H 5.834135 -11.979620 0.659130 0.25 0.08 0.17 0.050
H 5.017899 -12.957002 1.642310 0.27 -0.06 0.08 0.086
H 4.775016 -11.726014 3.736034 -0.15 0.10 0.22 0.095
H 3.235807 -11.987165 3.197282 0.03 0.05 0.30 0.075
H 5.449570 -9.414211 1.042821 0.09 0.15 0.18 0.009
H 4.685609 -9.074230 2.508339 -0.04 -0.08 -0.09 0.089
H 5.054493 -10.882523 -1.127217 -0.21 0.02 0.23 0.070
H 4.605195 -10.024942 -2.574000 -0.47 0.08 0.01 0.096
H 7.160980 -10.970420 -1.236021 -0.12 0.07 -0.41 0.060
H 8.270426 -9.827210 -1.982539 -0.19 0.19 -0.20 0.070
H 7.876787 -9.064798 0.777059 0.26 -0.04 0.23 0.048
H 9.363141 -9.697300 0.034992 0.04 -0.01 0.18 0.072
H 8.189040 -10.801527 0.786771 -0.02 0.00 0.00 0.064
C -0.496802 6.972114 -3.895268 0.13 0.03 0.19 -0.108
O -0.988240 7.911225 -2.954938 -0.02 -0.16 -0.36 -0.219
C -2.226399 8.504751 -3.332902 -0.11 0.38 0.36 -0.207
C -3.338987 8.031981 -2.418553 0.11 -0.28 -0.08 -0.212
N -3.647755 6.625900 -2.650262 -0.09 0.13 0.09 -0.049
C -4.522372 6.032654 -1.639554 0.24 -0.15 -0.13 -0.190
C -4.001174 5.955794 -0.204699 -0.41 -0.25 0.08 -0.215
O -2.904894 5.065958 -0.034138 0.13 0.39 0.03 -0.186
C -1.636287 5.632414 -0.324340 -0.02 -0.50 -0.05 -0.099
H 0.515150 6.700719 -3.593043 -0.02 0.03 0.06 0.085
H -1.105616 6.062478 -3.908560 -0.01 -0.01 -0.15 0.078
H -0.458419 7.401610 -4.900435 -0.04 -0.04 -0.03 0.090
H -2.464942 8.320445 -4.383945 0.03 -0.17 0.03 0.123
H -2.115634 9.586049 -3.206001 0.02 -0.01 -0.03 0.123
H -4.236095 8.631814 -2.598573 -0.01 -0.02 0.01 0.125
H -3.011608 8.207987 -1.385511 -0.02 0.21 -0.01 0.105
H -2.783835 6.100576 -2.665838 0.00 0.01 -0.03 0.064
H -4.733342 5.012115 -1.970132 -0.06 0.00 0.08 0.121
H -5.476777 6.568196 -1.642288 0.04 0.06 0.02 0.104
H -4.807608 5.551330 0.409188 0.03 0.02 0.03 0.108
H -3.770043 6.941228 0.215463 0.12 0.01 -0.07 0.116
H -1.587732 6.700723 -0.099976 -0.09 0.03 -0.07 0.087
H -1.376040 5.454005 -1.371166 0.16 0.22 0.00 0.076
H -0.896730 5.114010 0.288051 -0.01 0.01 0.01 0.069
C 3.287146 9.562159 -2.850764 0.06 0.10 0.16 -0.113
O 2.796836 9.829504 -1.551210 0.02 -0.17 -0.23 -0.190
C 1.597953 9.126804 -1.235180 -0.14 0.17 0.37 -0.206
C 1.847217 8.066841 -0.179801 0.26 -0.04 -0.19 -0.203
N 2.633988 6.959367 -0.715381 -0.07 0.03 0.16 -0.046
C 3.118231 6.024473 0.298518 0.07 0.01 -0.28 -0.201
C 4.097137 6.548655 1.347903 0.00 -0.29 0.16 -0.228
O 5.366476 6.905083 0.830981 -0.14 0.16 0.04 -0.179
C 5.458877 8.220159 0.308866 0.24 -0.18 -0.09 -0.097
H 4.101112 10.258768 -3.048018 -0.02 0.01 0.05 0.089
H 3.681248 8.542944 -2.929577 -0.06 -0.03 -0.14 0.077
H 2.509646 9.712348 -3.605666 0.01 -0.06 -0.03 0.088
H 1.128524 8.695537 -2.121064 0.10 -0.02 -0.03 0.095
H 0.902428 9.862841 -0.820881 -0.03 -0.02 -0.04 0.126
H 0.886176 7.682095 0.175339 0.01 -0.01 0.00 0.113
H 2.355473 8.551690 0.663749 -0.15 0.09 0.07 0.106
H 3.433607 7.334790 -1.208524 -0.02 0.01 -0.02 0.067
H 3.615963 5.211803 -0.237712 0.01 -0.04 0.08 0.117
H 2.254694 5.583946 0.808670 -0.01 0.06 0.04 0.110
H 4.285298 5.729083 2.047458 0.02 0.00 -0.01 0.120
H 3.677736 7.366225 1.945379 0.00 0.10 -0.12 0.111
H 4.806548 8.920083 0.835526 -0.08 -0.02 -0.04 0.089
H 5.233838 8.230776 -0.761052 -0.11 0.17 0.02 0.071
H 6.490895 8.552263 0.425063 0.00 -0.04 0.06 0.088
C -11.472262 6.995360 1.544223 0.12 0.14 -0.07 -0.115
O -10.769798 8.099381 2.085130 -0.15 -0.28 0.03 -0.194
C -10.753605 8.130714 3.508014 0.17 0.43 0.12 -0.216
C -9.360098 7.860928 4.042318 -0.02 -0.25 -0.21 -0.214
N -8.969954 6.471155 3.827779 0.11 0.17 0.03 -0.052
C -7.558271 6.198655 4.090207 -0.19 -0.18 -0.14 -0.199
C -6.519785 6.894698 3.212193 0.28 -0.15 0.23 -0.219
O -6.522692 6.470058 1.858902 -0.16 0.25 0.06 -0.200
C -7.456633 7.135903 1.024787 0.11 -0.29 -0.12 -0.084
H -11.559586 7.152684 0.469981 0.03 0.05 0.02 0.089
H -10.934017 6.056395 1.711196 -0.12 -0.08 0.05 0.077
H -12.477621 6.920117 1.967650 0.00 -0.06 0.02 0.088
H -11.483536 7.440154 3.939598 0.05 -0.12 -0.10 0.122
H -11.042336 9.143205 3.805193 -0.03 -0.02 0.01 0.122
H -9.338488 8.076108 5.114638 0.02 -0.01 0.00 0.124
H -8.674448 8.555515 3.539965 -0.06 0.17 0.09 0.104
H -9.168084 6.220234 2.868061 -0.05 -0.01 0.02 0.066
H -7.420524 5.120784 3.970863 0.09 0.02 0.03 0.119
H -7.346330 6.429337 5.138985 0.01 0.07 -0.02 0.118
H -5.535436 6.620546 3.602622 0.00 -0.02 -0.03 0.122
H -6.576421 7.987356 3.275052 -0.14 0.01 -0.09 0.112
H -7.623629 8.169679 1.334405 -0.06 -0.01 0.06 0.093
H -8.405911 6.594955 0.994394 -0.11 0.17 0.01 0.075
H -7.055587 7.137091 0.010160 0.06 0.02 0.03 0.072